(1)
Entry from the Open Molecules 2025 dataset: C39H48N12ORuTe2 as an isolated structure at a distorted geometry (ωB97M-V/def2-TZVPD).

XYZ file:
```
103
Properties=species:S:1:pos:R:3:forces:R:3:mulliken_spin:R:1
Ru -2.707 -0.724 -1.406 0.88 0.25 0.24 2.24
N -6.110 -1.178 -0.729 0.27 -0.79 0.42 0.02
C -5.375 -2.245 -1.243 -1.29 -0.88 0.13 0.05
N -5.983 -3.459 -1.399 1.63 1.32 -0.22 0.00
N -5.038 -4.184 -2.003 0.91 0.21 -0.29 0.02
N -3.932 -3.497 -2.217 -1.08 -0.43 0.80 0.00
N -4.115 -2.250 -1.687 -0.84 -0.13 -0.16 -0.06
C -5.556 0.030 -0.382 2.69 0.34 -0.63 0.00
N -6.156 0.969 0.281 0.87 0.78 -0.22 0.00
N -5.173 1.951 0.303 -5.37 3.00 3.41 0.01
N -4.142 1.665 -0.236 3.38 -1.99 -1.80 0.01
N -4.247 0.408 -0.700 -1.93 -1.56 -0.48 -0.01
H -6.896 -1.455 -0.137 0.32 0.12 -0.57 0.00
N -2.244 -0.943 0.941 -1.34 -1.29 0.19 0.13
C -1.070 -1.562 1.435 2.71 -0.06 1.01 0.01
C -0.767 -2.959 0.877 -0.07 -0.97 1.12 0.00
C 0.026 -3.055 -0.405 -0.52 -1.70 -0.33 0.00
C -0.702 -3.162 -1.743 0.47 0.99 0.18 -0.02
N -1.128 -1.842 -2.243 0.11 -0.20 -1.83 -0.07
H -2.174 0.030 0.977 0.27 1.91 -0.09 -0.05
H -3.032 -1.150 1.531 -0.55 -0.37 -0.01 0.00
H -0.956 -1.600 2.575 -0.56 0.09 -1.29 0.01
H -0.230 -0.882 1.112 -0.51 -0.73 0.25 0.00
H -1.617 -3.620 0.825 -1.14 0.29 -0.37 0.00
H -0.256 -3.550 1.656 0.53 0.66 -0.07 0.00
H 0.745 -3.900 -0.327 -0.43 0.44 -0.10 0.00
H 0.582 -2.184 -0.474 1.60 1.75 -0.17 0.00
H -1.546 -3.785 -1.765 -1.39 -0.82 0.54 0.04
H -0.049 -3.620 -2.451 0.93 -0.18 -0.69 0.00
H -1.500 -1.935 -3.214 0.43 -0.34 0.88 0.00
H -0.321 -1.185 -2.384 -0.43 -0.43 0.35 0.02
C -2.894 -8.385 -0.048 -0.52 -0.77 0.45 -0.05
Te -2.663 -7.678 -2.029 0.10 0.05 0.21 1.01
C -0.725 -8.686 -1.888 -1.38 0.38 -2.09 -0.02
C -0.840 -9.598 -0.741 0.30 -0.89 -1.00 0.00
C 0.024 -10.693 -0.685 -0.94 0.43 0.33 0.00
C -0.056 -11.613 0.326 -0.32 -0.35 0.36 0.00
C -1.109 -11.552 1.239 0.27 1.07 0.43 0.00
C -1.972 -10.479 1.102 -1.19 0.69 1.26 0.01
C -1.896 -9.480 0.117 0.60 -1.42 0.73 -0.01
H -3.911 -8.782 0.062 0.10 0.29 -0.10 0.00
H -2.729 -7.669 0.742 -0.17 0.86 -0.12 0.02
H -0.178 -7.785 -1.741 1.20 0.51 0.16 0.02
H -0.507 -9.127 -2.903 -0.05 0.40 1.23 0.00
H 0.622 -10.913 -1.525 1.15 0.15 -0.60 0.00
H 0.719 -12.340 0.336 0.20 -0.87 0.23 0.00
H -1.272 -12.146 2.153 0.48 -0.11 -0.92 0.00
H -2.701 -10.363 1.916 -0.05 -0.07 -0.60 0.00
C 8.154 3.396 1.573 -1.30 0.25 0.35 0.00
C 6.635 3.130 1.574 1.34 0.42 2.91 0.00
C 5.817 3.409 2.696 0.63 0.54 -1.58 0.00
C 4.454 3.349 2.560 -0.47 -1.53 -0.62 -0.05
C 3.624 3.810 3.673 -0.30 0.84 1.79 0.04
C 3.909 2.792 1.399 1.53 -0.47 -0.36 0.02
Te 1.862 2.463 1.448 -0.41 -0.25 -0.38 0.73
N -1.367 0.596 -1.254 -0.70 0.39 0.03 0.63
C -0.443 1.142 -2.040 -0.16 -0.91 1.18 -0.11
O 0.430 0.467 -2.592 1.11 -0.57 -0.79 0.08
C -0.434 2.597 -2.141 0.22 1.62 -0.12 0.08
C -1.586 3.284 -1.725 0.67 -2.12 -0.19 0.03
C -1.734 4.594 -1.939 0.86 2.19 0.05 0.00
C -0.683 5.333 -2.516 1.21 -0.04 -0.56 0.01
C 0.553 4.712 -2.886 -1.29 -1.08 0.73 0.00
C 0.666 3.297 -2.651 -0.23 1.31 -0.20 -0.02
C 0.996 4.274 1.211 -3.26 1.77 0.26 0.15
C 1.502 5.485 0.686 3.72 -1.16 -0.01 -0.05
C 2.997 5.537 0.400 1.32 1.62 -1.12 0.00
C 0.794 6.622 0.505 -1.43 -0.05 0.45 0.03
C -0.592 6.562 0.657 -2.08 0.71 0.16 0.09
C -1.448 7.728 0.206 0.25 0.46 1.70 0.00
C -1.272 5.432 1.197 2.21 -0.25 -0.94 0.01
C -0.444 4.368 1.533 -0.51 -2.07 0.39 -0.01
C -1.188 3.186 2.222 1.09 1.08 -0.38 0.01
C 4.751 2.298 0.332 -4.23 1.80 1.97 -0.07
C 3.967 1.815 -0.860 1.38 -1.09 -0.27 0.07
C 6.083 2.523 0.487 0.57 -0.72 -2.38 0.01
H 8.756 2.994 2.388 -0.43 -0.21 0.06 0.00
H 8.396 4.450 1.495 -0.24 0.33 0.15 0.00
H 8.434 2.975 0.655 1.13 -0.67 -1.15 0.00
H 6.145 3.836 3.626 0.76 0.04 0.07 0.00
H 4.290 3.940 4.554 -0.49 0.61 -0.54 0.00
H 2.875 3.135 4.105 -0.08 -0.21 -0.65 0.00
H 3.105 4.741 3.369 0.25 -0.27 0.59 0.00
H -2.351 2.715 -1.230 -0.35 -0.18 0.04 0.02
H -2.601 5.063 -1.501 -0.21 0.40 -0.39 0.00
H -0.799 6.416 -2.657 0.07 -0.49 -0.06 0.00
H 1.393 5.246 -3.361 -0.67 -0.14 0.46 0.00
H 1.616 2.781 -2.846 -0.63 0.09 -0.22 0.00
H 3.469 4.659 -0.079 -0.68 0.34 0.26 0.00
H 3.611 5.764 1.282 -0.37 -0.39 0.21 0.00
H 3.308 6.419 -0.257 -0.90 -1.08 0.55 0.00
H 1.270 7.566 0.270 0.03 -0.18 -0.34 0.00
H -2.414 7.706 0.756 0.39 -0.07 -0.88 0.00
H -1.516 7.707 -0.863 -0.55 -0.12 -0.64 0.01
H -1.004 8.714 0.447 0.08 -0.55 -0.04 0.00
H -2.365 5.219 1.189 0.94 0.89 0.27 0.00
H -2.197 3.550 2.507 0.89 -0.41 0.56 0.00
H -0.484 2.815 3.020 -1.43 0.12 -0.34 0.01
H -1.397 2.421 1.484 0.21 -0.49 -0.22 0.01
H 3.622 0.791 -0.636 -0.49 0.45 -0.17 0.00
H 4.719 1.639 -1.608 0.07 -0.01 -0.93 0.01
H 3.177 2.470 -1.285 0.53 -0.37 0.64 -0.03
H 6.694 2.229 -0.379 0.09 0.23 0.49 0.00
```
Forces are in eV/Å.

For the HOMO energy (alpha / beta), the calculation gives -0.3242 / -0.3237 Ha. As for the spin multiplicity: 6. Its net charge is +1. The value obtained for the molar mass is 1057.166 g/mol. For the energy above the lowest of the compared OMol25 structures with the same formula, charge and spin, the calculation gives 93.5 kcal per mole.

***

(2)
Entry from the Open Molecules 2025 dataset: C39H48P2PtSi as an isolated structure at a distorted geometry (ωB97M-V/def2-TZVPD).

XYZ file:
```
91
Properties=species:S:1:pos:R:3:forces:R:3:mulliken_spin:R:1
Pt 0.434 -0.132 0.525 -1.86 2.49 2.04 0.20
C 1.461 -2.247 -2.499 1.34 -0.29 -2.60 0.60
C 0.099 -1.774 -2.712 -0.97 -0.60 -0.89 0.03
C -0.985 -2.861 -2.582 0.46 0.16 -0.20 0.02
C -1.049 -3.503 -1.190 -0.81 -0.31 -0.28 0.03
C -0.423 -2.804 -0.029 0.53 -1.35 1.50 0.16
C 0.880 -2.478 0.269 -0.01 -1.56 0.69 0.03
C 2.018 -3.288 -0.316 0.40 0.23 -1.02 0.10
C 1.867 -3.483 -1.845 0.72 -0.62 0.57 0.13
C -0.057 0.948 2.358 0.18 0.40 0.96 0.19
H 2.167 -1.916 -3.277 -0.42 -0.25 0.49 -0.07
H 0.037 -1.376 -3.743 0.04 -0.20 0.26 0.07
H -0.791 -3.657 -3.315 0.13 0.26 0.04 0.00
H -1.953 -2.445 -2.867 -0.01 0.01 0.18 0.01
H -2.119 -3.577 -0.930 0.32 -0.16 -0.06 0.01
H -0.683 -4.546 -1.248 -0.06 0.38 0.17 0.01
H -1.014 -3.061 0.863 0.11 1.12 -0.52 -0.02
H 1.099 -2.180 1.313 -0.34 -0.48 -0.33 -0.02
H 2.053 -4.285 0.155 -0.28 0.40 0.21 -0.02
H 2.983 -2.809 -0.125 -0.21 -0.19 0.01 0.00
H 2.848 -3.766 -2.263 -0.40 -0.12 0.25 0.01
H 1.161 -4.294 -2.075 0.23 -0.02 0.16 0.01
H 0.917 1.129 2.838 -0.25 0.04 -0.17 0.02
H -0.729 0.540 3.139 0.48 0.32 -0.22 -0.02
H -0.494 1.892 2.002 0.21 -0.49 0.31 -0.01
P -0.073 -0.246 -1.740 2.07 1.12 0.36 0.12
P -1.720 -0.761 1.482 1.90 0.86 -0.44 -0.03
C -1.907 -0.412 -1.355 -0.35 -0.15 1.09 0.14
C -2.441 -0.806 -0.172 -1.71 -0.86 -1.17 0.00
C -0.337 1.098 -2.950 -0.56 0.01 0.70 0.04
C -1.054 0.991 -4.141 0.26 0.55 0.11 0.00
C -1.215 2.139 -4.925 0.09 0.05 0.00 0.00
C -0.687 3.363 -4.508 -0.07 0.03 0.04 0.00
C -0.029 3.463 -3.281 -0.16 -0.11 -0.18 0.00
C 0.138 2.327 -2.509 -0.07 0.30 -0.22 -0.02
C 2.079 0.016 -2.043 -0.72 0.74 -0.51 0.16
C 2.937 -0.563 -1.115 0.90 0.18 0.27 -0.06
C 4.299 -0.715 -1.362 -0.40 0.18 0.18 -0.01
C 4.849 -0.168 -2.517 -0.04 -0.01 -0.12 0.02
C 4.025 0.560 -3.373 -0.08 0.08 -0.14 0.01
C 2.640 0.661 -3.148 0.62 -0.43 0.21 0.06
C -3.063 0.105 2.332 -0.28 0.37 0.07 0.01
C -3.702 1.189 1.695 -0.28 -0.39 0.23 0.01
C -4.848 1.745 2.263 -0.02 -0.04 0.12 0.00
C -5.363 1.246 3.466 0.34 -0.07 0.04 0.01
C -4.699 0.203 4.120 -0.07 0.27 -0.08 0.00
C -3.544 -0.350 3.572 -0.13 0.09 -0.28 0.00
C -1.265 -2.026 2.753 -0.59 -1.23 0.01 0.03
C -0.042 -1.975 3.455 -0.21 0.09 -0.50 0.04
C 0.400 -3.060 4.210 -0.31 -0.17 -0.13 0.00
C -0.337 -4.247 4.213 0.01 0.16 -0.08 0.00
C -1.576 -4.300 3.563 -0.17 0.12 0.09 0.00
C -2.079 -3.175 2.902 0.69 0.05 0.16 0.00
H -2.551 -0.122 -2.202 -0.18 -0.59 0.49 0.00
H -3.503 -1.032 -0.136 -0.30 0.35 -0.23 -0.01
H -1.480 0.042 -4.461 0.06 0.13 0.01 0.00
H -1.762 2.087 -5.863 0.12 -0.03 0.12 0.00
H -0.801 4.253 -5.126 -0.05 -0.27 0.10 0.00
H 0.340 4.415 -2.914 -0.01 -0.01 -0.14 0.00
H 0.656 2.365 -1.558 -0.12 0.10 -0.20 0.02
H 2.565 -0.858 -0.120 0.17 0.09 -0.75 0.01
H 4.923 -1.231 -0.631 -0.03 0.12 -0.16 0.00
H 5.915 -0.290 -2.712 -0.25 0.16 -0.07 0.00
H 4.464 1.058 -4.233 -0.03 -0.05 0.03 0.00
H 2.017 1.235 -3.839 0.25 -0.28 0.07 0.00
H -3.340 1.538 0.726 -0.06 -0.02 0.33 0.00
H -5.360 2.564 1.757 0.17 -0.19 0.13 0.00
H -6.259 1.682 3.913 0.27 -0.15 -0.23 0.00
H -5.078 -0.195 5.062 0.06 0.17 -0.24 0.00
H -3.055 -1.175 4.088 -0.14 0.33 -0.14 0.00
H 0.620 -1.113 3.360 -0.34 -0.20 0.02 -0.02
H 1.349 -2.967 4.744 -0.32 -0.18 -0.18 0.00
H 0.062 -5.132 4.710 -0.19 0.25 -0.08 0.00
H -2.163 -5.224 3.563 0.22 0.34 0.11 0.00
H -3.077 -3.195 2.457 0.35 -0.08 0.00 0.00
C 2.557 4.665 -0.088 -0.04 0.02 -0.10 0.00
Si 1.441 3.574 0.980 -0.05 -1.04 -0.13 -0.01
C 1.959 3.942 2.759 -0.04 0.00 0.15 0.00
C -0.330 4.167 0.765 -0.01 0.36 -0.03 0.00
C 1.671 1.727 0.464 0.63 -0.04 -0.43 0.00
H 2.358 5.724 0.156 0.12 -0.30 -0.10 0.00
H 2.367 4.520 -1.165 0.11 0.04 0.31 0.00
H 3.625 4.462 0.106 -0.40 0.05 -0.10 0.00
H 1.883 5.025 2.942 0.02 -0.24 -0.04 0.00
H 1.317 3.435 3.492 0.12 0.10 -0.13 0.00
H 3.000 3.648 2.960 -0.23 0.03 -0.10 0.00
H -0.659 4.055 -0.279 0.01 0.05 0.25 0.00
H -1.044 3.647 1.417 0.14 0.21 -0.19 0.00
H -0.339 5.238 1.027 -0.21 -0.25 -0.13 0.00
H 2.510 1.383 1.101 -0.09 0.04 -0.17 -0.01
H 2.091 1.758 -0.557 0.07 0.07 0.52 0.00
```
Forces are in eV/Å.

For the HOMO energy (alpha / beta), the calculation gives -0.2137 / -0.2274 Ha. As for the spin multiplicity: 3. The value obtained for the molar mass is 801.925 g/mol.